{
  "formula": "C54H66BN6O6PSSn",
  "method": "the ωB97M-V functional and the def2-TZVPD basis",
  "species": ["Sn", "C", "C", "C", "C", "C", "C", "C", "N", "C", "C", "C", "C", "C", "C", "C", "N", "C", "C", "C", "C", "H", "H", "H", "H", "H", "H", "H", "H", "H", "H", "H", "H", "H", "H", "H", "H", "H", "H", "H", "H", "H", "H", "H", "H", "O", "C", "N", "C", "C", "C", "O", "B", "O", "C", "C", "C", "H", "H", "H", "H", "H", "H", "H", "H", "H", "H", "H", "H", "N", "P", "C", "C", "C", "C", "C", "C", "C", "C", "C", "C", "C", "C", "C", "C", "C", "C", "C", "C", "H", "H", "H", "H", "H", "H", "H", "H", "H", "H", "H", "H", "H", "H", "H", "S", "C", "C", "N", "C", "H", "H", "H", "C", "C", "C", "O", "C", "H", "H", "H", "H", "H", "H", "H", "H", "O", "C", "C", "C", "C", "O", "N", "H", "H", "H", "H"],
  "xyz": [[0.62823, 0.37364, -0.16383], [-2.28260, -7.03785, -0.24823], [-1.12670, -6.52961, 0.61536], [0.13087, -7.34359, 0.25899], [-1.47546, -6.79175, 2.09134], [-0.88426, -5.04033, 0.42509], [0.35588, -4.43902, 0.93011], [0.46455, -3.11483, 1.08767], [-0.69386, -2.30072, 0.86468], [-1.52059, -2.78541, -0.22240], [-1.74318, -4.19854, -0.21182], [-1.99060, -1.88987, -1.17811], [-2.86419, -2.32163, -2.24951], [-3.30519, -1.46162, -3.21230], [-2.88404, -0.11106, -3.14003], [-2.06258, 0.25066, -2.10158], [-1.63971, -0.55676, -1.12258], [-4.21459, -1.89676, -4.35712], [-5.53011, -1.10830, -4.27803], [-4.54220, -3.38882, -4.31544], [-3.51882, -1.59538, -5.69389], [-2.39404, -8.11980, -0.12014], [-2.09897, -6.83179, -1.30690], [-3.22683, -6.56457, 0.03449], [-0.10547, -8.41259, 0.22167], [0.92054, -7.20366, 1.00088], [0.52278, -7.03715, -0.71432], [-1.64240, -7.86176, 2.27773], [-2.38032, -6.24182, 2.36383], [-0.66467, -6.44817, 2.74010], [1.23031, -5.05556, 1.11413], [1.35535, -2.60894, 1.45377], [-2.58632, -4.59891, -0.76764], [-3.14336, -3.36429, -2.27642], [-3.17008, 0.62733, -3.88101], [-1.71382, 1.27699, -2.01266], [-6.02413, -1.28822, -3.31907], [-6.20799, -1.41070, -5.08451], [-5.34849, -0.03458, -4.36218], [-5.07627, -3.65408, -3.39929], [-3.63309, -3.99215, -4.37187], [-5.17749, -3.64708, -5.16863], [-3.34157, -0.52515, -5.81466], [-4.13621, -1.94034, -6.53098], [-2.55084, -2.10033, -5.73925], [1.51650, -1.89924, -3.99227], [1.37298, -1.22551, -3.00669], [1.25374, -0.54815, -2.04219], [-3.59531, -2.59722, 4.51330], [-2.76508, -1.55011, 3.78837], [-3.48102, -0.20831, 3.82923], [-2.63459, -1.94935, 2.41255], [-1.29407, -1.80111, 2.05290], [-0.54940, -1.24308, 3.07765], [-1.27907, -1.46620, 4.28692], [-0.75319, -2.77974, 4.86462], [-1.00525, -0.33938, 5.26134], [-4.62617, -2.55701, 4.15317], [-3.59316, -2.40747, 5.59110], [-3.20805, -3.59794, 4.32478], [-4.45601, -0.32074, 3.34710], [-2.91938, 0.55010, 3.27993], [-3.64132, 0.12481, 4.85868], [-0.98373, -3.61476, 4.19711], [-1.15411, -2.98581, 5.86117], [0.33483, -2.69856, 4.91771], [-1.24740, 0.62783, 4.82192], [0.05580, -0.34809, 5.52108], [-1.59429, -0.47692, 6.17377], [0.25001, 2.21518, -1.22084], [0.79575, 3.56742, -1.62077], [2.39361, 3.58046, -2.52709], [2.94669, 4.71707, -3.11352], [4.15879, 4.63889, -3.78523], [4.82394, 3.41885, -3.87726], [4.27408, 2.28162, -3.30436], [3.05883, 2.35862, -2.63024], [-0.32667, 4.46690, -2.78841], [-1.14169, 3.64407, -3.57074], [-2.07609, 4.18876, -4.44131], [-2.22367, 5.56831, -4.52793], [-1.42191, 6.39688, -3.75374], [-0.47229, 5.84849, -2.89634], [1.10070, 4.84622, -0.31907], [0.01836, 5.48347, 0.28940], [0.20003, 6.31343, 1.38763], [1.47549, 6.50999, 1.90353], [2.55968, 5.86922, 1.31924], [2.37089, 5.03610, 0.22297], [2.43114, 5.66975, -3.03831], [4.58776, 5.52604, -4.23698], [5.77228, 3.36000, -4.39966], [4.78480, 1.32883, -3.37833], [2.61507, 1.47953, -2.17520], [-1.03143, 2.57067, -3.45873], [-2.69739, 3.53756, -5.04599], [-2.96183, 5.99782, -5.19552], [-1.54237, 7.47275, -3.80940], [0.15043, 6.50677, -2.30213], [-0.97694, 5.33108, -0.11366], [-0.65290, 6.79942, 1.84702], [1.62213, 7.15339, 2.76359], [3.55450, 6.01357, 1.72461], [3.21668, 4.51804, -0.21525], [-4.77613, 1.48884, -0.67241], [-3.93046, 2.97279, -0.57125], [-2.99600, 2.89194, 0.40744], [-2.96067, 1.70479, 1.10334], [-3.83170, 0.87295, 0.62195], [-4.13079, 3.78800, -1.25097], [-2.28952, 3.67097, 0.65808], [-3.97989, -0.13880, 0.98909], [0.60882, 3.15372, 4.00988], [1.93250, 2.38364, 4.04993], [2.46982, 2.68274, 2.66074], [1.32222, 2.72882, 1.80949], [0.13408, 2.83374, 2.59738], [0.80069, 4.22711, 4.10978], [-0.10735, 2.84808, 4.77397], [1.74974, 1.30865, 4.12879], [2.60830, 2.70239, 4.84487], [3.14439, 1.91728, 2.29190], [2.97915, 3.65734, 2.63170], [-0.40158, 1.87867, 2.56232], [-0.50585, 3.60607, 2.16675], [3.31980, 0.28670, 0.06235], [3.77742, -0.28786, 1.06231], [5.28301, -0.53946, 1.19725], [5.39722, -1.19157, 2.56650], [3.93861, -1.23835, 3.05656], [3.64647, -1.68268, 4.16145], [3.08045, -0.72151, 2.13185], [5.80536, 0.41529, 1.11522], [5.61329, -1.17228, 0.37268], [5.98597, -0.61654, 3.28250], [5.79578, -2.20646, 2.54358]],
  "forces_ev_per_angstrom": [[-0.3, 0.1, 0.0], [0.0, 0.0, 0.0], [0.0, 0.0, 0.0], [0.0, 0.0, 0.0], [0.0, 0.0, 0.0], [0.1, 0.1, 0.0], [0.0, -0.1, -0.1], [0.0, 0.3, 0.1], [-0.2, -0.2, 0.1], [0.0, 0.1, 0.0], [0.0, 0.0, -0.1], [0.1, 0.0, 0.0], [0.0, 0.1, 0.1], [0.0, -0.1, 0.1], [0.1, 0.1, -0.1], [0.0, 0.0, 0.2], [0.1, 0.1, -0.2], [0.0, 0.0, 0.0], [0.0, 0.0, 0.0], [0.0, 0.0, 0.0], [0.0, 0.0, 0.0], [0.0, 0.0, 0.0], [0.0, 0.0, 0.1], [0.1, 0.0, 0.0], [0.0, 0.0, 0.0], [0.0, 0.0, -0.1], [0.0, 0.0, 0.0], [0.0, 0.1, 0.0], [0.0, 0.0, 0.0], [0.0, 0.0, 0.0], [-0.1, 0.1, 0.0], [-0.1, 0.0, -0.1], [0.0, 0.0, 0.1], [0.0, 0.0, 0.0], [0.0, 0.0, 0.0], [0.0, -0.1, 0.0], [0.0, 0.0, 0.0], [0.0, 0.0, 0.0], [0.0, 0.0, 0.0], [0.0, 0.0, 0.0], [0.0, 0.0, 0.0], [0.0, 0.0, 0.0], [0.0, 0.0, 0.0], [0.0, 0.0, 0.0], [0.0, 0.0, 0.0], [0.0, 0.2, 0.3], [0.0, -0.2, -0.1], [0.1, -0.1, -0.2], [0.0, 0.0, 0.0], [0.0, 0.1, 0.0], [0.0, 0.0, -0.1], [0.0, 0.0, 0.0], [0.1, -0.1, 0.0], [-0.1, 0.0, 0.1], [0.0, -0.1, -0.1], [0.1, -0.1, -0.1], [0.1, 0.1, 0.0], [0.0, 0.0, 0.0], [0.0, 0.0, 0.0], [0.0, 0.0, 0.0], [0.0, 0.0, 0.0], [0.0, 0.0, 0.1], [0.0, 0.0, -0.1], [0.0, 0.0, 0.0], [0.0, 0.0, -0.1], [-0.1, 0.0, 0.1], [0.0, 0.0, 0.0], [0.0, 0.0, 0.0], [0.0, 0.0, 0.0], [-0.1, -0.5, 0.2], [0.3, 0.6, -0.2], [0.0, -0.2, 0.0], [0.0, 0.0, 0.0], [0.0, 0.0, 0.0], [0.0, 0.0, 0.0], [0.0, 0.0, 0.0], [-0.1, 0.2, 0.1], [-0.2, -0.1, 0.1], [0.0, 0.1, 0.1], [0.0, 0.0, 0.0], [0.0, 0.0, 0.0], [0.0, -0.1, 0.0], [0.0, 0.0, -0.1], [-0.1, -0.1, 0.2], [0.1, 0.1, -0.1], [0.0, 0.0, 0.0], [0.0, 0.0, 0.0], [0.0, 0.0, -0.1], [0.0, 0.1, -0.1], [0.0, 0.0, 0.0], [0.0, 0.0, 0.0], [0.0, 0.0, 0.0], [0.0, 0.0, 0.0], [0.1, 0.0, -0.1], [0.0, 0.0, -0.1], [0.0, 0.0, 0.0], [0.0, 0.0, 0.0], [0.0, 0.0, 0.0], [0.0, 0.0, 0.1], [0.0, 0.0, 0.0], [0.0, 0.0, 0.0], [0.0, 0.0, 0.0], [0.0, 0.0, 0.0], [0.0, 0.0, 0.0], [-0.1, 0.0, 0.0], [-0.1, 0.0, -0.2], [0.1, -0.1, 0.2], [0.1, 0.2, -0.2], [-0.1, 0.0, 0.0], [0.1, -0.1, 0.1], [0.0, -0.1, 0.0], [0.1, 0.1, -0.1], [0.1, -0.1, 0.0], [-0.1, 0.0, -0.1], [-0.1, 0.0, 0.0], [0.1, 0.1, 0.2], [0.1, -0.1, 0.0], [0.0, 0.0, 0.0], [0.0, 0.0, 0.0], [0.0, 0.0, 0.1], [0.0, 0.0, 0.0], [0.0, -0.1, -0.1], [0.0, -0.1, 0.0], [0.0, 0.0, 0.0], [0.0, 0.0, 0.0], [0.1, 0.0, 0.2], [-0.2, 0.1, 0.0], [0.1, -0.1, 0.1], [0.0, 0.0, -0.1], [-0.1, 0.1, -0.1], [0.0, 0.0, -0.1], [0.1, 0.0, 0.0], [0.0, 0.0, 0.0], [0.0, 0.0, 0.0], [0.0, 0.0, 0.0], [0.0, 0.0, 0.0]],
  "max_force_ev_per_a": 0.71,
  "total_charge": -2,
  "relative_energy_kcal_mol": 0.0,
  "e_homo_ev": -0.4297,
  "gap_ev": 4.3
}